[1]
DFT (wB97M-V/def2-TZVPD) results for a structure of composition C21H31AlBBr2ClF8NO6S.

Calculated values
E = -8397.7140 Eh
Strongest force on any atom = 0.0508 Eh/bohr

ORCA input file:
```
! wB97M-V def2-TZVPD RIJCOSX def2/J DEFGRID3
* xyz -1 1
C -4.58522 -0.27038 0.70456
C -3.59635 -0.07990 0.07407
C -2.37521 0.28276 -0.63167
C -1.01914 0.17851 0.11989
B -0.66290 1.70362 0.60061
N -1.75056 2.61639 0.95747
O 0.63578 2.14563 0.74718
C 0.11315 -0.58619 -0.64447
C 0.76362 0.38798 -1.69117
C -0.12770 1.20295 -2.66017
C 0.07307 2.73661 -2.60727
C -1.17354 3.58345 -2.34191
C -2.43528 3.23801 -3.15104
O -2.16956 2.49995 -4.33515
C -3.12443 1.47199 -4.53084
C -0.38704 -1.67995 -1.62395
C -1.55054 -2.57466 -1.18715
C -2.27346 -3.30414 -2.44048
O -1.38445 -3.87171 -1.25799
C 1.27229 -1.22671 0.27016
Cl 0.80408 -2.98315 0.52952
C 2.67370 -1.32960 -0.49280
Br 3.57930 -3.09995 -0.27929
C 3.85908 -0.34411 -0.33927
C 4.84850 -0.57611 0.81770
Br 3.52135 1.59669 -0.21075
C 1.44769 -0.74594 1.72810
C 1.85844 -1.66889 2.93581
F 0.74663 -2.18539 3.53251
F 2.31763 -0.71466 3.83011
C 2.89833 -2.78704 3.14331
F 2.56769 -4.00609 2.63689
F 4.18232 -2.50403 2.81026
O 0.28151 -0.09559 2.29938
S -1.18833 -0.47245 1.79541
O -1.57874 -1.84071 1.82335
O -2.02145 0.39859 2.55931
H -5.49302 -0.29315 1.25466
H -2.51089 1.29303 -1.00008
H -2.37291 -0.31188 -1.54436
H -1.42630 3.56173 0.77743
H -1.94097 2.59400 1.95463
H 0.84416 2.27494 1.67921
H 1.43324 1.09483 -1.22659
H 1.39309 -0.19762 -2.35214
H 0.18136 0.95697 -3.67376
H -1.18280 0.97168 -2.68616
H 0.80892 2.99752 -1.84726
H 0.50733 3.09564 -3.53604
H -0.91722 4.61639 -2.57573
H -1.45570 3.60926 -1.29443
H -2.90123 4.17979 -3.45455
H -3.18048 2.76409 -2.51141
H -3.14092 0.78455 -3.68245
H -2.83727 0.92732 -5.42396
H -4.12325 1.89478 -4.65041
H -0.82311 -1.23763 -2.51422
H 0.37282 -2.35571 -1.99983
H -2.21424 -2.23127 -0.40557
H -2.65382 -4.30565 -2.64487
H -3.26441 -2.97444 -2.00121
H 2.49013 -1.47395 -1.54289
H 4.44980 -0.43419 -1.24256
H 5.54467 0.25543 0.83989
H 4.31253 -0.51687 1.75877
H 5.43535 -1.47484 0.69907
H 2.18152 0.05302 1.71131
H 2.88127 -2.92372 4.22577
F 2.27237 -1.47379 6.98219
Al 0.91037 -0.46004 7.08547
F 1.00127 0.48010 8.49258
F -0.49155 -1.40545 7.12268
F 0.86961 0.56937 5.73659
*
```

[2]
DFT (wB97M-V/def2-TZVPD) results for a cluster of 5 separate species, C10H30O5S5 in total.

Calculated values
E = -2765.8758 Eh
Strongest force on any atom = 0.0779 Eh/bohr

ORCA input file:
```
! wB97M-V def2-TZVPD RIJCOSX def2/J DEFGRID3
* xyz 0 1
C 2.31251 1.30195 1.13676
S 3.40839 1.60663 2.53907
O 4.82550 1.11111 2.26560
C 3.37743 3.38578 2.39558
H 2.68249 1.88124 0.28298
H 1.32585 1.72969 1.33309
H 2.15159 0.23752 0.85563
H 3.55409 3.67632 1.38477
H 3.91517 3.87436 3.13736
H 2.41887 3.89488 2.60223
C 2.86681 0.30823 -3.21192
S 3.55382 -1.41637 -3.20486
O 4.84303 -1.52122 -2.42855
C 2.31591 -2.34839 -2.30967
H 1.97332 0.29021 -3.87972
H 3.52752 1.08376 -3.53435
H 2.41471 0.62162 -2.30723
H 1.37783 -1.87190 -2.60866
H 2.27364 -2.15703 -1.26971
H 2.34595 -3.37484 -2.65285
C -1.08768 -4.20084 1.54358
S 0.11330 -2.94493 1.98960
O 0.95191 -2.59490 0.79209
C -1.12370 -1.67060 2.07790
H -1.78088 -4.35674 2.36483
H -0.52837 -5.19774 1.39417
H -1.42805 -3.90344 0.54761
H -0.71478 -0.70399 1.90156
H -1.58376 -1.71367 3.00222
H -1.84507 -1.64068 1.25085
C -4.41564 -0.85087 -0.12509
S -4.75989 0.84839 0.17759
O -6.17412 0.99698 0.81387
C -3.55407 1.14628 1.45392
H -3.93335 -1.20935 0.80463
H -3.51887 -0.91282 -0.88634
H -5.31101 -1.50992 -0.47494
H -3.69443 2.13310 1.90387
H -2.60357 1.21444 0.94478
H -3.32153 0.37875 2.17870
C -0.36287 0.28401 -0.85634
S -1.17447 1.02297 -2.27359
O -2.70931 1.18589 -2.09424
C -0.66622 2.66043 -1.87634
H -0.78231 0.69405 0.12700
H 0.75800 0.41604 -1.02115
H -0.49703 -0.80545 -0.83713
H 0.43480 2.74616 -2.09559
H -0.81351 2.83831 -0.82732
H -1.33796 3.33658 -2.42624
*
```

[3]
DFT (wB97M-V/def2-TZVPD) results for a structure of composition C11H27GaLaNO.

Calculated values
E = -2520.8303 Eh
Strongest force on any atom = 0.0686 Eh/bohr

ORCA input file:
```
! wB97M-V def2-TZVPD RIJCOSX def2/J DEFGRID3
* xyz 2 1
C 2.25505 -1.90274 -0.66534
C 1.47695 -1.73800 -2.01683
C 1.15178 -0.26381 -2.37624
O -0.17127 0.12184 -2.11874
Ga -0.48067 0.62590 -0.34240
C 0.32146 2.45300 -0.02026
C 1.86670 2.22052 0.23439
C 2.35410 2.75118 1.60056
N 3.30814 1.76124 2.17522
C -2.41371 0.34077 0.22754
C -3.30350 1.59707 0.06445
C -3.01147 -0.89100 -0.53605
C -2.85503 -2.22346 0.22754
C -1.40658 -2.50649 0.72270
H 2.70730 -0.92070 -0.34208
H 1.46935 -2.15887 0.13239
H 2.98474 -2.72713 -0.70542
H 2.14646 -2.16370 -2.77518
H 0.58801 -2.37739 -1.97023
H 1.90929 0.38637 -1.89961
H 1.31172 -0.16386 -3.46006
H 0.42202 -0.39565 0.59998
H 0.26163 3.03944 -0.94296
H -0.14500 2.97074 0.82239
H 2.06601 1.12999 0.21956
H 2.44316 2.68297 -0.57138
H 1.54260 2.95322 2.30763
H 2.95499 3.64566 1.40169
H 3.45370 1.95106 3.16685
H 2.86772 0.82812 2.16473
H -2.40000 0.04338 1.29378
H -3.90769 1.50190 -0.84327
H -2.77090 2.54985 0.12482
H -4.02740 1.58852 0.89294
H -2.61316 -0.94808 -1.55725
H -4.08968 -0.69141 -0.62080
H -3.13295 -3.04350 -0.44382
H -3.50682 -2.23622 1.10705
H -1.36730 -3.41105 1.36510
H -0.68326 -2.60182 -0.10894
H -1.12958 -1.62912 1.37445
La 1.50472 -2.12712 2.05230
*
```

[4]
DFT (wB97M-V/def2-TZVPD) results for the molecule C4H9NS.

Calculated values
E = -610.6955 Eh
Strongest force on any atom = 0.0346 Eh/bohr
SMILES = SCC[C@@H]1CN1

ORCA input file:
```
! wB97M-V def2-TZVPD RIJCOSX def2/J DEFGRID3
* xyz 0 1
S -2.37100 -0.79629 -0.23614
C -1.40018 0.50269 0.50701
C -0.15461 0.79447 -0.31403
C 0.66357 -0.46334 -0.55546
C 1.49598 -1.00927 0.52847
N 2.11110 -0.25721 -0.57433
H -3.03890 -0.09473 -1.11791
H -1.10108 0.12752 1.47341
H -1.96326 1.44211 0.71932
H -0.35263 1.25445 -1.27590
H 0.47937 1.53111 0.20480
H 0.32272 -1.14724 -1.32817
H 1.31355 -0.57990 1.52600
H 1.75015 -2.03596 0.66709
H 2.24522 0.73159 -0.22417
*
```

[5]
DFT (wB97M-V/def2-TZVPD) results for a cluster of 2 separate species, C5H6N5O in total.

Calculated values
E = -543.0151 Eh
Strongest force on any atom = 0.0794 Eh/bohr

ORCA input file:
```
! wB97M-V def2-TZVPD RIJCOSX def2/J DEFGRID3
* xyz -1 1
C -0.66516 -1.59785 0.00760
C 0.94477 1.68393 2.01479
C 0.87381 1.03395 0.84844
C -0.72808 0.20447 -2.23215
C 0.45627 1.41819 -0.55486
N -1.80172 -2.24699 0.24135
N 0.39655 -2.19774 0.41501
N -1.41651 -3.28415 0.88030
N -0.09820 -3.25449 0.97981
N -0.57813 0.40953 -0.94025
O -0.17540 0.69944 -3.21798
H 1.33937 1.14082 2.82999
H 0.62133 2.72833 2.28956
H 1.00146 -0.01639 0.74103
H -1.65509 -0.43031 -2.43195
H 1.30311 1.19538 -1.15016
H 0.18163 2.51387 -0.72052
*
```

[6]
DFT (wB97M-V/def2-TZVPD) results for a structure of composition C42H49FeGeN4O2Si2.

Calculated values
E = -5918.7693 Eh
Strongest force on any atom = 0.0203 Eh/bohr

ORCA input file:
```
! wB97M-V def2-TZVPD RIJCOSX def2/J DEFGRID3
* xyz 1 5
Fe -0.00300 -0.39054 -0.13192
C -2.35530 -3.36079 2.83266
Si -2.60587 -1.79262 1.85706
C -3.02903 -0.41297 3.04221
C -3.97803 -2.11677 0.67401
N -1.06830 -1.53396 1.01814
C 0.08661 -1.61952 1.84683
C 0.32255 -1.22513 3.27933
C 1.52601 -2.00977 3.79188
C 3.30972 -2.62173 2.58047
C 3.45772 -2.25174 1.15467
C 2.16848 -2.13048 0.54508
N 1.83949 -1.47034 -0.52312
Si 2.99158 -1.07001 -1.85913
C 4.23341 0.18171 -1.27161
C 3.79711 -2.63277 -2.38398
C 1.90478 -0.33700 -3.14882
H -3.10063 -3.42403 3.63071
H -1.36960 -3.43066 3.30373
H -2.48152 -4.23728 2.19088
H -3.97272 0.06738 2.77423
H -2.25187 0.35541 3.04002
H -3.13175 -0.79266 4.06280
H -4.78049 -2.60943 1.23450
H -3.66790 -2.79212 -0.12640
H -4.39374 -1.21565 0.22970
H -0.47785 -0.96114 3.96120
H 1.37906 -2.33214 4.81939
H 4.11780 -3.23861 2.97178
H 4.37780 -1.90176 0.70357
H 5.15628 -0.27814 -0.90843
H 3.82147 0.79864 -0.46852
H 4.50085 0.84699 -2.09771
H 4.27370 -3.14074 -1.54207
H 4.56982 -2.42132 -3.12748
H 3.07507 -3.32102 -2.82919
H 1.56646 0.64840 -2.80735
H 1.02272 -0.95607 -3.34726
H 2.42780 -0.17773 -4.09521
O 3.84717 4.93855 2.35353
C 3.29892 5.03089 1.05435
C 2.56194 3.75950 0.74309
C 1.80602 3.65181 -0.41382
C 1.13447 2.47818 -0.67513
N 1.15569 1.41794 0.14758
C 1.90349 1.51843 1.26722
C 2.61046 2.66281 1.58844
C 1.90661 0.33866 2.16652
C 2.96384 -0.08671 2.84729
C 2.94847 -1.39595 3.56314
C 3.81491 -1.40280 4.80451
O 3.29586 -0.54250 5.80007
C 1.85130 -3.11276 2.75346
C 1.11815 -2.68722 1.48129
N 0.61584 -0.22422 2.26883
H 4.26602 5.77591 2.57908
H 4.08158 5.16613 0.30013
H 2.60477 5.87111 0.96236
H 1.72656 4.47091 -1.11832
H 0.56864 2.37172 -1.58542
H 3.17281 2.71102 2.50848
H 3.90249 0.45784 2.78230
H 4.84998 -1.15423 4.54026
H 3.82020 -2.40213 5.24155
H 3.43615 0.37328 5.53929
H 1.70704 -4.15027 3.04039
H 0.57024 -3.48491 0.98109
C -0.89030 3.99233 -4.53803
C -1.51251 4.25492 -3.32196
C -1.76126 3.22017 -2.42994
C -1.39013 1.90517 -2.73451
C -0.77011 1.65818 -3.96074
C -0.52348 2.69255 -4.85808
Ge -1.84671 0.45806 -1.49628
C -2.20952 -1.09550 -2.61743
C -1.89997 -2.39461 -2.20319
C -2.21611 -3.49100 -2.99758
C -2.85434 -3.30657 -4.21559
C -3.17017 -2.02292 -4.64261
C -2.84515 -0.92745 -3.85309
C -3.42570 1.14240 -0.62153
C -4.67824 0.90134 -1.18996
C -5.81260 1.50973 -0.66813
C -5.70809 2.36557 0.42262
C -4.46686 2.61509 0.99088
C -3.33214 2.00488 0.46913
H -0.70424 4.79727 -5.23799
H -1.81667 5.26447 -3.07404
H -2.26129 3.44331 -1.49507
H -0.48532 0.64931 -4.23341
H -0.05012 2.47986 -5.80852
H -1.41641 -2.56244 -1.24668
H -1.97087 -4.49074 -2.66063
H -3.10843 -4.16037 -4.83066
H -3.66971 -1.87404 -5.59165
H -3.09723 0.06589 -4.20683
H -4.78019 0.22777 -2.03532
H -6.78056 1.31548 -1.11281
H -6.59398 2.83593 0.82952
H -4.38191 3.27733 1.84343
H -2.36798 2.20574 0.92847
*
```

Question: The highest strongest force on any atom belongs to which entry?
Answer: C5H6N5O

Question: Which formula does entry 4 have?
Answer: C4H9NS

Question: Which of these has the lowest E?
Answer: C21H31AlBBr2ClF8NO6S

Question: Number 2 is which compound?
Answer: C10H30O5S5